[1]
{
  "formula": "C22H21F6N3O4RuS2",
  "method": "ωB97M-V/def2-TZVPD",
  "species": ["C", "N", "C", "C", "H", "S", "H", "C", "C", "H", "C", "H", "C", "F", "C", "H", "S", "O", "H", "C", "O", "H", "Ru", "H", "H", "C", "H", "H", "H", "H", "C", "F", "C", "N", "C", "C", "N", "F", "H", "O", "C", "C", "H", "F", "H", "H", "C", "C", "F", "H", "C", "O", "C", "H", "F", "C", "C", "H", "H"],
  "coordinates": [[-0.32688, -1.94717, 3.11216], [-1.38225, -1.70794, -2.68875], [1.31671, -3.13886, 4.35459], [-1.60509, 1.58003, 3.30629], [-2.23401, -0.00699, -1.76066], [-2.79987, 2.45946, 0.20677], [1.31076, 2.36239, -4.77990], [0.43355, 0.02023, -2.48825], [0.44846, 0.79458, -1.32418], [-1.35244, -1.65697, 2.92634], [1.06363, 1.93085, -3.82006], [0.79501, -0.03691, -4.61023], [1.05776, 2.71579, -2.67717], [-0.30230, 1.50912, 2.90192], [2.26644, -2.69973, 3.44688], [-0.78643, -3.07180, 4.86024], [-2.74721, 0.61717, 2.14545], [-1.84128, -0.13133, 1.24228], [0.64804, -2.02017, -3.16523], [-2.27745, -1.09002, -1.65801], [-3.06400, 1.95751, -1.10822], [4.34563, -2.80777, 1.69317], [0.37233, 0.23317, 0.73532], [3.13438, 1.34307, -0.68161], [-1.70474, -0.22827, -4.14308], [0.75871, 2.14988, -1.44509], [-3.28756, -1.45259, -1.83021], [5.39155, 0.41174, -0.90263], [0.78903, 2.79032, -0.57000], [5.98050, -1.70146, 0.23438], [-3.65624, 4.09438, 0.32465], [-4.95984, 3.93377, 0.47276], [2.83782, -1.29004, 1.42369], [-3.57961, 1.65428, 1.35494], [4.08690, -1.87125, 1.21768], [4.66390, -0.08021, -0.27169], [0.59168, -1.51114, 2.23871], [-3.17532, 4.78320, 1.35009], [0.29554, -1.86199, -1.43419], [-3.53662, -0.17182, 3.02871], [0.76093, 0.58194, -3.72061], [0.10081, -1.43759, -2.42327], [-2.85958, -1.58609, -4.17594], [-3.41308, 4.75477, -0.80410], [-1.93486, -1.38725, -0.67059], [1.60913, -3.76176, 5.18874], [5.00462, -1.26010, 0.38396], [-0.00630, -2.75445, 4.18456], [-1.66724, 1.03649, 4.50668], [-1.19708, -1.81630, -4.79065], [-1.81667, -1.30472, -4.05860], [-1.42023, 2.70263, 0.58253], [2.43990, -0.13440, 0.73435], [1.29406, 3.76913, -2.74111], [-1.94767, 2.84644, 3.36866], [3.39787, 0.45052, -0.12635], [1.87615, -1.87965, 2.39711], [3.30680, -2.95635, 3.57225], [-1.49677, -2.71972, -2.62548]],
  "atomic_forces_ev_per_a": [[-0.038, -0.089, -0.085], [-0.005, -0.040, 0.023], [0.010, 0.076, -0.099], [0.051, -0.014, -0.043], [-0.039, -0.079, 0.053], [0.021, -0.060, 0.244], [0.011, 0.008, -0.012], [0.177, -0.042, 0.053], [-0.486, -0.124, -0.477], [0.072, 0.001, 0.040], [-0.012, -0.031, 0.026], [0.004, -0.022, -0.012], [0.004, -0.002, -0.007], [-0.092, -0.050, -0.076], [-0.159, -0.015, 0.112], [0.007, -0.012, 0.032], [-0.322, -0.061, 0.010], [0.227, 0.094, 0.520], [-0.035, 0.022, -0.012], [0.190, -0.076, -0.123], [-0.045, 0.004, 0.020], [0.013, 0.007, 0.060], [0.014, 0.701, -0.170], [0.064, -0.013, 0.014], [-0.032, 0.001, -0.039], [0.057, -0.028, 0.063], [-0.035, 0.048, 0.003], [-0.016, 0.022, -0.051], [-0.076, 0.031, 0.041], [0.011, -0.010, 0.013], [-0.015, 0.160, -0.036], [0.012, -0.056, -0.072], [-0.307, -0.400, 0.359], [0.123, 0.235, -0.191], [0.032, -0.006, -0.008], [0.041, -0.055, 0.011], [-0.077, -0.317, -0.040], [-0.009, -0.074, -0.015], [0.017, 0.058, -0.069], [0.068, -0.008, -0.121], [0.042, 0.044, 0.011], [-0.279, -0.084, -0.007], [0.000, 0.007, -0.046], [0.019, -0.022, 0.087], [-0.059, -0.004, -0.043], [-0.012, -0.014, 0.010], [-0.043, 0.021, -0.039], [0.027, -0.019, -0.024], [0.056, -0.020, 0.018], [-0.012, 0.025, -0.037], [0.059, -0.054, 0.134], [0.041, -0.109, -0.142], [0.846, 0.113, 0.180], [0.005, 0.027, 0.005], [-0.025, -0.032, 0.056], [-0.444, 0.082, 0.152], [0.315, 0.232, -0.287], [0.025, -0.007, 0.005], [0.015, 0.031, 0.022]],
  "e_homo_ev": [-9.76, -11.71],
  "spin_multiplicity": 6,
  "energy_ha": -2806.22329,
  "orbital_gap_ev": [6.989, 6.494],
  "s_squared": 8.7670,
  "de_lowest_ev": 0.000,
  "total_charge": 1,
  "lumo_ev": [-2.770, -5.212]
}

[2]
{
  "formula": "C2H8N4O",
  "method": "ωB97M-V/def2-TZVPD",
  "species": ["N", "H", "C", "N", "H", "C", "H", "H", "N", "N", "H", "H", "H", "O", "H"],
  "coordinates": [[1.34956, 0.81811, 0.00083], [-0.66800, -2.00801, -0.23383], [-1.36449, -1.17637, -0.13353], [0.48824, 0.21307, 0.93054], [2.59449, -0.75480, -0.19668], [-0.61701, 0.14834, -0.12298], [-2.03687, -1.17661, -0.98804], [3.17503, 0.77550, -0.67900], [2.54863, 0.25915, -0.07680], [-1.53353, 1.23945, -0.01312], [-2.02026, 1.23468, 0.87438], [-1.04486, 2.11840, -0.13241], [0.81051, -0.72351, 1.18553], [0.26419, 0.32914, -1.19484], [-1.94564, -1.29654, 0.77996]],
  "atomic_forces_ev_per_a": [[-0.378, 0.433, -1.270], [0.011, 0.023, 0.022], [0.230, 0.233, -0.044], [-0.815, -0.388, 0.246], [-0.160, 0.150, -0.013], [0.237, -0.303, 1.036], [-0.057, -0.014, -0.006], [-0.118, -0.037, 0.067], [0.015, -0.322, -0.051], [-0.147, 0.073, -0.277], [0.056, 0.011, -0.022], [0.011, -0.031, 0.073], [0.071, -0.026, -0.330], [1.116, 0.211, 0.541], [-0.072, -0.010, 0.027]],
  "e_homo_ev": -8.76,
  "energy_ha": -375.13898,
  "orbital_gap_ev": 9.736,
  "de_lowest_ev": 4.561,
  "smiles": "C[C@@]1(N)NN(N)O1",
  "total_charge": 0,
  "lumo_ev": 0.979
}

[3]
{
  "formula": "C4H10N3O2",
  "method": "ωB97M-V/def2-TZVPD",
  "species": ["H", "O", "N", "C", "C", "O", "N", "H", "H", "H", "H", "H", "H", "H", "C", "C", "H", "N", "H"],
  "coordinates": [[-2.56818, -0.58967, -1.07242], [3.07391, -0.28048, 0.42925], [-0.27764, -0.35533, 1.19906], [2.50012, -0.72900, -0.50698], [-1.29576, -1.12769, 0.57204], [1.23449, -0.49637, -0.82026], [0.83598, 1.61304, 0.56493], [-2.03180, -1.43167, 1.38886], [1.39047, 2.08521, -0.23176], [-0.61737, -1.89523, -0.00887], [1.30912, 1.60809, 1.39302], [-2.56151, 0.58902, 0.28085], [-1.07153, 1.72238, -0.95967], [-0.50255, 0.30327, -1.70955], [0.28539, 0.48926, 0.18482], [-1.95630, -0.09583, -0.27456], [0.30807, -0.70143, 1.85276], [-0.85169, 0.66601, -0.86862], [2.79678, -1.37358, -1.41288]],
  "atomic_forces_ev_per_a": [[0.436, 0.709, 0.573], [4.738, 3.585, 7.142], [-1.281, 4.572, -3.116], [-2.460, -5.558, -8.452], [0.909, -1.994, 0.963], [-5.207, 2.905, 0.456], [1.277, 3.309, -4.214], [1.063, -0.513, -1.468], [-1.000, -0.828, 1.946], [-2.607, 0.478, 0.651], [1.460, 0.095, 2.746], [-0.327, 0.231, 0.483], [0.468, -2.147, 0.070], [0.628, -0.765, -1.789], [-0.347, -4.664, -0.497], [-1.662, -1.524, -1.951], [2.300, -1.524, 2.342], [0.476, 2.803, 2.414], [1.135, 0.830, 1.701]],
  "e_homo_ev": [-8.61, -14.07],
  "spin_multiplicity": 3,
  "energy_ha": -472.66342,
  "orbital_gap_ev": [5.288, 7.357],
  "s_squared": 2.0060,
  "de_lowest_ev": 3.036,
  "total_charge": 1,
  "lumo_ev": [-3.319, -6.709]
}

[4]
{
  "formula": "C41H54Br2F5KN5O5PS3Te",
  "method": "ωB97M-V/def2-TZVPD",
  "species": ["C", "H", "H", "H", "C", "H", "H", "H", "H", "H", "H", "H", "H", "C", "C", "H", "H", "H", "C", "H", "H", "C", "C", "C", "H", "N", "S", "C", "H", "H", "C", "H", "C", "C", "K", "P", "O", "H", "N", "C", "H", "C", "C", "Br", "C", "H", "H", "H", "C", "S", "H", "Br", "C", "H", "F", "C", "H", "C", "F", "C", "O", "H", "H", "H", "H", "H", "H", "H", "C", "C", "C", "N", "C", "C", "H", "H", "H", "H", "C", "H", "C", "C", "H", "H", "F", "H", "O", "F", "C", "S", "H", "H", "Te", "C", "H", "H", "H", "C", "H", "C", "C", "N", "C", "N", "C", "C", "C", "C", "H", "C", "H", "H", "O", "F", "O", "H", "H", "C"],
  "coordinates": [[5.54724, -0.14153, 3.43168], [-1.15364, 2.28697, 0.77614], [-8.16707, 2.03942, 1.58969], [3.26276, -4.44465, -2.37232], [0.93903, -2.98823, 2.39021], [1.00548, 2.65357, 2.51430], [0.60273, 5.78989, 0.40190], [-4.63963, 1.63318, -1.93881], [0.22577, -5.09933, 4.35345], [-4.04400, 2.99543, 2.02673], [3.86061, 1.23220, 3.76465], [0.85503, 2.59588, -0.13658], [5.18562, -0.48345, 4.42628], [2.30196, -2.47075, -0.19932], [-2.66506, 1.81325, -2.62903], [0.16123, -2.59739, -0.63517], [-2.23886, -4.47580, 2.73934], [2.81195, -3.71282, -3.88008], [-2.29787, 2.60648, -4.73151], [1.08087, -6.53132, 2.54800], [0.92707, -4.17010, -0.37285], [-1.29923, -4.07356, 3.16752], [-3.62913, 2.96330, -4.90786], [-2.06217, 3.77132, 0.45630], [4.66476, -2.59217, -2.17811], [-3.91782, -1.49583, 0.02570], [-2.54482, -3.51265, -1.05296], [3.65036, -2.29715, -2.34302], [2.87833, 1.05073, 1.52765], [3.74746, -1.05209, -0.52524], [4.39390, -2.01858, 2.30542], [4.32124, 0.17186, 0.92998], [3.15858, -1.07947, 2.19463], [-6.15005, 2.65846, 1.84275], [1.00554, 1.28094, -3.72035], [1.61073, -1.53868, 1.26079], [2.94439, 1.12681, 7.63057], [-1.00255, -1.94106, 2.39549], [-1.82121, 2.11936, -3.60212], [-0.37623, -5.27005, 3.48148], [4.52833, -2.56680, 1.39803], [5.73850, -1.27852, 2.52397], [-7.12454, 1.71720, 1.58415], [-1.07469, 2.01284, -8.70728], [-4.03703, 2.05069, -2.70995], [-1.02401, -6.11570, 3.78172], [1.16542, -2.65074, 3.41522], [6.46247, -1.94923, 2.92378], [4.52043, 0.88692, 2.95107], [-6.90534, -2.50761, 2.47166], [-3.51105, 0.65080, 1.59852], [-5.76269, 4.37600, -6.26893], [0.60540, -5.57192, 2.40618], [0.78531, -4.26962, -2.68150], [3.10208, 3.78516, -2.87300], [-5.48608, 0.03016, 1.21169], [2.35388, -0.74554, -1.47682], [2.84982, -3.54748, -2.78256], [5.54399, 1.79944, -0.87366], [-2.07028, 2.75853, -7.19538], [-3.01904, 4.49912, 0.44672], [-3.79025, 3.53876, -8.33613], [6.49016, 0.35290, 3.65096], [1.99853, -4.50249, 1.17089], [-0.17320, 4.51406, 3.05874], [0.93416, -2.59892, -2.87550], [2.46071, -4.40965, 2.91437], [2.74471, -0.90900, 3.17717], [1.10296, 3.41175, 1.74236], [-4.50689, 0.97297, 1.51163], [-4.85553, 2.29250, 1.82797], [0.27227, 3.03511, 0.60569], [-4.49589, 2.71778, -3.76742], [1.09475, -3.18065, -0.87913], [-0.81813, 6.10557, 1.34302], [-7.56673, -0.35443, 1.09499], [-6.34178, 3.69395, 2.03601], [-0.47238, 4.41456, -0.89900], [2.18549, 1.95387, 7.73983], [4.29129, -2.90293, 2.98541], [-4.12754, 3.48212, -6.19664], [-0.57386, -3.04526, 2.24314], [1.28924, 5.35219, 2.67273], [-2.24288, 1.31743, -1.76087], [4.12616, 3.93960, -0.48834], [-1.16797, -1.56551, -2.70529], [2.71776, 1.70582, -1.30417], [4.48569, 1.53027, -3.42429], [-3.36258, 3.30881, -7.35325], [-5.01084, -3.80641, 0.53338], [-0.89358, -3.25528, 1.16400], [3.63435, -1.66228, -3.23589], [4.17082, 2.60806, -1.83917], [-1.43750, 2.46962, -5.94952], [-1.59332, -3.59643, 4.12360], [-1.20247, -1.55721, -4.37904], [-0.01628, -5.68201, 1.49415], [1.35723, -3.42611, -2.34103], [2.14513, 3.60531, 1.48932], [-6.84304, 0.40977, 1.23699], [1.62658, -4.40588, 2.22927], [-5.05866, -1.33283, 0.88340], [3.69441, 0.33743, 1.81425], [-0.80288, -1.07344, -3.53814], [3.03850, -1.57185, -1.13283], [0.54847, 4.72333, 2.25226], [-3.74933, -2.75161, -0.16364], [-5.74327, -2.42077, 1.27499], [6.05613, -0.84544, 1.53965], [-0.12608, 5.33241, 1.05549], [5.08363, 1.79557, 2.63630], [2.99628, -3.26883, 0.14172], [-0.27768, 2.02275, -5.97988], [5.49477, 3.59711, -2.73459], [-2.09881, 2.52538, 0.81022], [-1.28528, -0.18233, -3.58151], [-5.55296, 2.88973, -3.88907], [-0.62675, 4.18499, 0.20151]],
  "atomic_forces_ev_per_a": [[-0.444, 1.026, 2.528], [1.216, -0.837, 0.299], [0.154, -0.151, 0.068], [0.404, -0.690, 0.452], [0.652, -0.142, -0.304], [0.429, -0.219, 0.073], [0.529, 0.493, 0.147], [-0.614, 0.088, 0.528], [0.205, 0.490, 0.915], [-0.523, -0.220, -0.034], [0.186, -0.280, -0.127], [-0.649, 0.732, 0.469], [0.290, -0.225, -0.397], [-0.973, -1.380, 0.637], [0.958, 0.091, -0.239], [0.720, -0.536, -0.856], [0.519, 0.506, -0.178], [0.372, 0.358, 0.529], [0.379, 0.006, -2.666], [0.400, -0.249, 0.156], [0.072, 0.841, -0.328], [0.411, 0.254, 0.302], [-2.131, 1.137, 0.039], [0.177, 0.694, 0.364], [0.797, -0.033, 0.257], [-1.362, 0.933, 1.336], [0.670, -0.239, -0.511], [-0.989, -0.204, -0.976], [0.624, -0.745, 0.154], [0.975, 0.404, -0.091], [0.053, -0.883, 0.043], [-0.135, 0.568, 0.043], [0.513, 0.692, 0.307], [-0.542, 0.452, 0.031], [0.024, 0.083, -0.068], [0.445, -1.194, 0.417], [-0.296, 0.319, 0.037], [0.785, -2.314, -0.118], [0.433, -1.025, 1.763], [-0.939, -0.206, 1.167], [-0.114, -0.180, -1.109], [-1.240, 0.163, -1.570], [-1.478, -0.009, -0.476], [-0.723, 0.709, 0.329], [0.991, -0.569, 1.008], [0.362, 0.053, -0.431], [-0.039, 0.088, -0.196], [0.765, -0.592, -0.010], [0.588, 1.132, -0.295], [-0.418, -0.216, 0.008], [1.151, -0.260, -0.247], [-0.695, 0.223, -0.078], [-0.387, 0.520, -1.303], [-0.192, -0.625, -0.166], [-0.201, -0.142, -0.049], [0.480, -0.146, -0.104], [0.513, -0.799, 0.223], [-1.534, 0.281, 0.224], [0.046, -0.206, -0.089], [-0.561, -0.114, -0.304], [-0.142, 0.536, -0.337], [0.335, -0.022, 0.427], [0.223, 0.121, -0.029], [0.016, 0.040, 1.299], [-0.028, 0.189, -0.273], [-0.098, 0.593, -0.515], [0.290, -0.485, 0.232], [-0.202, -0.189, 0.752], [0.210, 0.228, 0.423], [-1.265, -0.095, 0.316], [2.196, -1.026, -0.156], [0.362, 0.012, -1.339], [-0.238, 0.581, -2.718], [-0.005, -0.474, 1.656], [-0.662, 0.051, -0.195], [-0.699, -0.131, -0.243], [-0.610, 0.344, 0.142], [-0.454, -0.266, 1.214], [0.298, -0.322, -0.050], [-0.249, 1.103, 0.218], [1.814, -1.114, 0.547], [-2.220, 1.715, -1.190], [0.848, 0.639, 0.361], [-0.057, 0.053, 0.079], [0.265, -0.365, -0.336], [0.054, 0.172, -0.537], [0.460, -0.069, 0.059], [-0.403, 0.125, 1.117], [0.091, -0.379, 1.082], [0.246, 0.681, 0.085], [0.599, 0.136, 1.330], [0.273, 0.375, 0.378], [-0.941, 0.671, -1.635], [-0.529, 0.409, -0.986], [0.148, -0.148, -0.402], [0.625, 0.283, 1.159], [0.634, 0.126, -0.049], [0.360, 0.404, -0.648], [0.129, -0.560, -0.306], [1.668, 0.040, 0.300], [-1.083, 0.439, -1.720], [-0.515, 1.199, -0.331], [-0.815, -0.284, -0.827], [-0.629, -0.514, -0.820], [-0.918, 1.090, -0.931], [-1.319, -0.846, 0.553], [-0.090, -1.310, -0.573], [0.601, -0.015, 0.416], [0.141, -0.709, 0.687], [0.363, 0.610, -0.567], [-0.517, -0.418, -0.081], [-0.176, 0.471, -0.077], [0.905, -0.404, 1.535], [0.334, 0.019, 0.903], [-1.734, -1.099, 0.134], [-0.186, 0.155, 0.225], [-0.158, 0.231, 0.024], [1.346, -0.306, -1.309]],
  "e_homo_ev": -2.81,
  "energy_ha": -10296.10997,
  "orbital_gap_ev": 6.041,
  "de_lowest_ev": 0.000,
  "total_charge": -2,
  "lumo_ev": 3.226
}